# 1
Computed, not measured: a single C3H5ClN2 molecule at a distorted geometry, with ωB97M-V with the def2-TZVPD basis set.

The geometry in XYZ format:
```
11
Properties=species:S:1:pos:R:3:forces:R:3
H 2.6687 0.2969 -0.1432 0.3 0.5 -0.1
N 1.9514 -0.4080 -0.1393 -1.4 0.0 0.2
C 0.7673 0.1058 -0.0022 0.5 -0.9 0.2
N 0.4676 1.4181 0.0640 -0.5 0.7 0.0
C -0.3184 -0.9100 0.1093 1.1 -1.4 -0.4
C -1.6272 -0.9858 -0.0283 0.1 1.3 0.3
Cl -2.6172 0.4437 -0.0645 -0.3 0.2 -0.2
H -0.4891 1.7272 0.2730 1.0 -0.1 -0.4
H 1.2174 2.0491 -0.1941 -0.6 0.1 0.3
H 0.2019 -1.8622 0.1931 -0.3 -0.1 -0.1
H -2.2225 -1.8748 -0.0679 0.1 -0.4 0.1
```
Forces are in eV/Å.

Computed properties:
energy	-18693.970	eV
maximum force	0.035	hartree/bohr
LUMO	0.743	eV
HOMO level	-9.144	eV
total charge	0
orbital gap	9.888	eV


# 2
Computed, not measured: C25H42BrCoNOP2 as an isolated structure at a distorted geometry, with ωB97M-V with the def2-TZVPD basis set.

The geometry in XYZ format:
```
73
Properties=species:S:1:pos:R:3:forces:R:3
N -5.0489 -0.9503 3.4264 0.3 0.0 -0.1
C -3.8987 -0.3955 3.8338 0.2 0.4 -0.5
C -3.0736 0.3778 2.9952 -0.8 -0.2 -0.2
C -3.5005 0.6224 1.6587 0.2 -0.4 0.2
C -4.7094 0.0333 1.2581 -0.5 -0.4 0.7
C -5.4332 -0.7639 2.1627 0.3 0.7 -0.5
C -2.7204 1.4097 0.7130 -0.2 0.1 0.8
Co 0.4590 -0.3519 -2.7381 -1.0 0.4 0.8
P 2.1928 0.4847 -1.8121 2.0 0.3 -1.0
C -3.0322 1.5660 -0.6058 0.4 -0.4 -1.1
C -2.2003 2.2925 -1.5427 0.6 -0.2 0.6
C -2.1874 1.9838 -2.9240 -0.3 -0.3 0.0
C -1.2065 2.4825 -3.7643 0.2 -1.0 -0.3
C -0.1600 3.2173 -3.2264 0.3 1.8 -1.0
C -0.2482 3.7251 -1.9285 -0.1 -0.3 0.9
C -1.2381 3.2293 -1.0767 0.6 0.2 -0.8
Br 1.1958 3.9370 -4.4559 -1.4 -0.1 0.8
H -1.8268 1.8934 1.1146 -0.3 -0.1 -0.1
H -3.7938 0.9168 -1.0567 0.1 0.5 0.2
H -2.1557 0.7932 3.3962 0.0 0.0 -0.1
H -5.1464 0.2452 0.2915 0.0 -0.1 0.0
H -3.6322 -0.5466 4.8850 -0.1 0.0 -0.4
H -6.3822 -1.2026 1.8381 0.3 0.1 0.3
H -2.9596 1.3218 -3.3106 0.1 0.2 -0.1
H -1.2856 3.5567 -0.0493 0.1 0.2 0.0
H -1.1883 2.2585 -4.8305 -0.2 0.0 0.3
H 0.4783 4.4643 -1.5828 -0.3 -0.3 0.0
P -0.2564 -1.6521 -1.0363 -1.0 -2.0 1.4
C 2.4542 1.9671 -0.8475 0.1 0.9 0.6
C 3.3204 3.0539 -1.4709 0.3 0.4 -0.2
H 2.9202 1.6419 0.0844 0.0 -0.2 0.1
H 1.4831 2.3690 -0.5457 0.1 0.0 -0.1
H 3.4676 3.9005 -0.7907 -0.2 -0.2 0.0
H 4.3248 2.7005 -1.7264 -0.3 0.0 0.0
H 2.8626 3.4569 -2.3764 0.1 -0.1 0.1
C 2.2702 0.8502 -3.6834 0.0 0.4 0.9
C 3.5613 0.7285 -4.4998 -0.4 -0.2 -0.4
H 1.8927 1.8816 -3.7807 0.0 -0.9 0.0
H 1.4553 0.1399 -4.1365 1.1 0.8 -0.5
H 3.3073 0.9541 -5.5434 0.1 -0.2 0.1
H 4.3585 1.4458 -4.2387 -0.5 -0.4 0.3
H 3.9034 -0.3070 -4.4344 0.4 0.2 -0.2
C 3.6287 -0.5560 -1.4101 -0.1 -0.4 0.0
C 5.0175 0.0366 -1.5739 0.4 0.1 -0.1
H 3.5312 -1.4670 -2.0144 0.0 0.1 0.1
H 3.4654 -0.8544 -0.3668 0.1 0.0 -0.2
H 5.7730 -0.7420 -1.4316 -0.1 0.1 0.1
H 5.1728 0.4404 -2.5746 0.0 0.0 0.2
H 5.2291 0.8160 -0.8403 -0.1 0.0 -0.1
C 0.6365 -2.8398 0.0947 -0.2 0.5 -0.1
C 2.0833 -3.1782 -0.1861 0.3 -0.2 0.1
H 0.0198 -3.7518 0.0428 0.2 0.4 0.0
H 0.5293 -2.3958 1.0996 -0.1 -0.4 -0.4
H 2.2758 -4.1990 0.1617 0.1 0.2 -0.1
H 2.3450 -3.1346 -1.2489 0.0 -0.1 0.2
H 2.7364 -2.5060 0.3747 0.0 -0.2 -0.2
C -0.2487 -2.6656 -2.6225 0.1 0.0 0.7
C -1.1084 -1.9554 -3.6585 0.0 -0.8 -0.5
H -0.7163 -3.5879 -2.2732 0.4 -0.3 -0.5
H 0.7823 -2.8584 -2.9654 -0.3 -0.1 0.0
H -0.9259 -2.3477 -4.6664 0.1 0.4 0.2
H -2.1736 -2.1377 -3.4638 0.3 0.6 0.1
H -0.9137 -0.8467 -3.6441 -1.1 -0.2 -0.8
C -1.9604 -2.1729 -0.4242 -0.3 0.3 -0.7
C -2.1248 -2.6005 1.0343 0.0 0.1 0.2
H -2.2321 -3.0168 -1.0817 -0.1 0.3 0.2
H -2.6399 -1.3373 -0.6533 0.0 -0.3 0.1
H -3.1901 -2.7759 1.2174 0.2 0.1 0.0
H -1.6016 -3.5355 1.2685 -0.2 0.3 -0.1
H -1.7880 -1.8216 1.7295 0.0 -0.2 -0.1
O 1.0049 0.0348 1.8367 0.1 0.4 0.4
H 1.4777 -0.5533 2.4440 -0.1 0.1 -0.1
H 1.0151 0.8884 2.3059 0.0 -0.4 -0.3
```
Forces are in eV/Å.

Computed properties:
energy	-156372.475	eV
2S+1	4
maximum force	0.051	hartree/bohr
LUMO (alpha / beta)	-6.541 / -9.892	eV
⟨S²⟩	3.804
HOMO level (alpha / beta)	-13.149 / -13.343	eV
total charge	+2
orbital gap (alpha / beta)	6.609 / 3.451	eV


# 3
Computed, not measured: a single C21H25N3O4S2 molecule, with ωB97M-V with the def2-TZVPD basis set.

The geometry in XYZ format:
```
55
Properties=species:S:1:pos:R:3:forces:R:3
C 1.7644 1.0408 2.7532 0.2 0.1 0.0
C 2.7202 2.2058 2.5209 -0.2 0.1 0.1
C 2.0538 3.4130 1.8541 0.2 -0.1 -0.2
C 2.0424 3.3518 0.3238 0.1 0.4 0.4
N 1.2886 2.2468 -0.2058 0.0 -0.3 -0.2
C 1.7870 1.1282 -0.8164 -0.4 -0.3 -0.3
S 3.4887 0.8261 -0.9557 0.5 -0.1 -0.2
C 3.4261 -0.9290 -1.5265 0.1 0.3 0.1
C 4.7563 -1.2865 -2.1624 0.0 0.2 0.1
C 3.1594 -1.7429 -0.2624 -0.1 -0.1 -0.1
O 4.0511 -1.9633 0.5274 0.0 0.0 -0.1
C 1.7638 -2.1534 -0.0106 -0.3 -0.4 0.5
C 1.3412 -2.2036 1.3160 0.3 0.0 -0.4
C 0.0327 -2.4948 1.6456 -0.4 -0.1 0.1
C -0.8819 -2.7874 0.6384 0.3 0.0 -0.1
O -2.1935 -3.0792 0.8410 0.1 0.0 -0.3
C -2.6614 -3.1898 2.1677 0.0 0.0 0.3
C -0.4486 -2.8038 -0.6911 -0.2 -0.1 0.1
C 0.8477 -2.4782 -1.0136 0.1 -0.2 0.3
N 0.8703 0.3039 -1.2445 0.4 0.1 -0.3
C -0.3203 0.8682 -0.8823 -0.1 0.7 0.5
C -1.6165 0.4016 -1.0437 0.3 0.1 -0.1
C -2.6215 1.1825 -0.5230 -0.6 -0.2 -0.2
S -4.2701 0.5286 -0.6063 -0.1 -0.6 0.4
N -4.1940 -0.5682 0.6744 0.0 0.6 -0.4
O -5.2371 1.5206 -0.2410 0.2 0.1 0.2
O -4.4479 -0.1893 -1.8377 0.4 0.0 0.1
C -2.3974 2.3970 0.1131 -0.1 0.2 0.1
C -1.1133 2.8871 0.2628 0.1 0.1 0.0
C -0.0776 2.1025 -0.2231 -0.5 -0.5 -0.2
H 0.9112 1.3599 3.3490 -0.1 0.0 0.1
H 2.2776 0.2468 3.2900 0.0 -0.1 0.1
H 1.3910 0.6279 1.8199 -0.1 -0.1 -0.1
H 3.1159 2.5198 3.4890 0.1 0.0 0.0
H 3.5638 1.8720 1.9138 0.1 0.0 0.0
H 1.0319 3.5102 2.2246 0.0 0.1 0.0
H 2.5954 4.3210 2.1258 -0.1 0.1 0.0
H 3.0665 3.2550 -0.0475 -0.1 0.1 0.0
H 1.6139 4.2788 -0.0732 0.1 -0.1 -0.1
H 2.5961 -0.9620 -2.2288 0.1 -0.1 0.0
H 5.5412 -1.2667 -1.4092 0.1 0.0 0.0
H 4.7000 -2.2907 -2.5780 0.0 -0.1 0.0
H 5.0053 -0.5872 -2.9570 0.0 0.0 -0.1
H 2.0586 -1.9866 2.0930 0.0 0.0 0.1
H -0.2614 -2.4869 2.6829 -0.1 0.0 0.1
H -2.0908 -3.9355 2.7289 0.0 0.0 0.0
H -3.6971 -3.5166 2.0906 0.1 0.0 0.0
H -2.6236 -2.2264 2.6843 0.0 0.0 0.0
H -1.1603 -3.0709 -1.4564 -0.1 0.0 -0.1
H 1.1513 -2.5076 -2.0476 0.0 0.1 -0.1
H -1.8388 -0.5196 -1.5522 0.0 -0.2 -0.1
H -5.1002 -0.6805 1.1008 -0.3 0.1 0.0
H -3.8281 -1.4574 0.3652 0.2 -0.2 -0.1
H -3.2537 2.9403 0.4777 0.0 0.1 0.1
H -0.9301 3.8355 0.7432 0.0 0.1 0.1
```
Forces are in eV/Å.

Computed properties:
energy	-56513.900	eV
maximum force	0.017	hartree/bohr
LUMO	0.269	eV
HOMO level	-8.318	eV
total charge	0
orbital gap	8.587	eV